(1)
A single C9H17N3O5 molecule in a non-equilibrium geometry, computed with wB97M-V/def2-TZVPD.

Its SMILES is CNC(=O)[C@@H](CO)NC(=O)[C@@H](CO)NC(C)=O. The calculation puts the HOMO energy at -9.43 eV. As for the HOMO-LUMO gap: 9.841 eV. The value obtained for the largest force on an atom is 0.0866 hartree/bohr. For the LUMO energy, the calculation gives 0.414 eV. As for the energy: -893.58198 Ha.

Structure (XYZ):
```
34
Properties=species:S:1:pos:R:3:mulliken_charge:R:1
H 4.224 3.197 -1.130 0.30
O 0.597 -4.042 2.948 -0.54
C 1.227 -2.933 2.328 -0.84
H 2.328 -3.163 2.074 0.25
N -0.998 -2.532 1.185 -0.21
C -1.791 -1.581 1.752 0.76
C 1.505 1.761 -1.215 0.15
H 0.719 0.490 -3.395 0.39
N 0.265 -0.370 -0.146 0.09
H -0.465 1.068 -1.489 0.38
C 3.590 2.773 -0.377 -0.89
H 4.474 2.661 0.374 0.29
O 0.082 -1.364 -2.833 -0.53
O 2.283 -1.435 -0.055 -0.77
H 3.127 0.606 -0.404 0.28
H 1.784 -0.448 -2.229 0.38
H 0.653 -3.418 0.446 0.20
O -1.429 -0.446 2.086 -0.63
C -3.265 -1.795 1.822 -1.16
O 1.192 2.841 -1.686 -0.63
H -0.636 -0.423 0.267 0.06
C 0.492 0.554 -1.260 0.24
C 0.768 -0.157 -2.507 -1.01
H 0.340 -3.786 3.853 0.34
H 0.344 -1.598 -3.725 0.35
H -3.786 -1.017 1.256 0.31
H 1.152 -2.079 2.978 0.46
C 0.497 -2.508 1.118 0.24
C 1.060 -1.383 0.288 0.59
N 2.757 1.522 -0.693 -0.08
H -3.630 -2.713 1.343 0.33
H -3.645 -1.722 2.895 0.27
H 2.866 3.522 -0.024 0.31
H -1.443 -3.476 1.187 0.34
```

***

(2)
A single C9H17N3O7 molecule in a non-equilibrium geometry, computed with wB97M-V/def2-TZVPD.

Its SMILES is C=C(C(=O)OCC)N1ON(CCO)ON(CCO)O1. The calculation puts the HOMO energy at -7.29 eV. As for the HOMO-LUMO gap: 7.368 eV. The value obtained for the largest force on an atom is 0.0911 hartree/bohr. For the LUMO energy, the calculation gives 0.077 eV. As for the energy: -1043.56888 Ha.

Structure (XYZ):
```
36
Properties=species:S:1:pos:R:3:mulliken_charge:R:1
H -1.086 0.869 -1.682 0.53
O 0.509 1.320 1.475 -0.36
C 2.440 0.393 -3.320 -0.28
O -1.830 1.586 -1.689 -0.64
C 1.824 -0.266 0.208 0.53
C -2.756 -2.047 3.422 -0.35
H -2.530 2.322 1.030 0.33
N -0.819 1.311 1.220 0.57
H 1.967 -1.677 -3.931 0.29
O 2.702 0.302 -1.849 -0.40
H 1.408 0.700 -3.441 0.29
H -1.363 3.463 1.163 0.35
O 0.382 -1.028 1.942 -0.20
C 1.689 0.328 -1.076 0.55
O -3.658 -1.034 3.056 -0.55
H -2.270 -1.930 4.418 0.25
O 0.577 0.745 -1.390 -0.66
H -2.221 3.452 -1.139 0.38
C -1.488 2.640 -0.850 -0.35
H 3.623 -1.356 -0.176 0.33
H 3.674 -1.200 -3.938 0.28
H -3.177 -0.277 2.686 0.50
N 0.985 -0.022 1.315 0.20
C -1.563 2.475 0.707 -0.83
N -0.950 -0.862 2.368 0.12
O -1.659 0.192 1.549 -0.55
H -2.017 -2.535 1.403 0.26
C -1.615 -2.193 2.472 -0.56
H -3.249 -3.047 3.463 0.32
H 2.426 -0.585 -5.239 0.35
C 2.651 -0.854 -4.163 -1.06
C 2.863 -1.050 0.529 -0.99
H 2.990 1.280 -3.763 0.35
H -0.930 -2.976 2.757 0.41
H 2.926 -1.441 1.502 0.36
H -0.456 3.003 -1.039 0.23
```

***

(3)
2 unconnected molecules or ions with the total composition C9H17N4 in a non-equilibrium geometry, computed with wB97M-V/def2-TZVPD.

The calculation puts the HOMO energy (spin up / spin down) at -12.53 / -14.08 eV. As for the HOMO-LUMO gap (spin up / spin down): 6.385 / 9.367 eV. The charge is +1. The value obtained for the largest force on an atom is 0.0256 hartree/bohr. For the LUMO energy (spin up / spin down), the calculation gives -6.149 / -4.708 eV. As for the energy: -571.80047 Ha.

Structure (XYZ):
```
30
Properties=species:S:1:pos:R:3:mulliken_charge:R:1
H -3.181 0.898 1.294 0.30
N 4.311 0.214 0.272 -0.37
H -0.179 -3.006 -1.729 0.42
H -2.459 0.942 -0.960 0.40
H -3.138 -0.854 1.536 0.33
H -2.112 -1.648 -0.974 0.35
H -1.117 -2.198 0.388 0.45
C -0.771 2.228 -0.646 -1.19
H 0.311 2.159 -0.543 0.24
H 4.255 1.030 -1.638 0.42
H 0.920 -1.843 -0.965 0.33
C 1.820 -0.125 0.029 0.56
C -1.175 0.070 1.385 -0.76
C -2.655 0.087 1.788 -1.26
H -0.657 -0.711 1.946 0.48
C -1.361 0.857 -0.950 -0.49
H -0.996 2.898 -1.473 0.41
H -0.724 1.028 1.642 0.45
C -0.051 -1.963 -1.455 -1.17
C 3.617 -0.315 1.244 -0.17
H -1.189 2.665 0.257 0.34
H -2.728 0.235 2.861 0.42
N 2.378 0.423 -0.982 -0.32
C 3.700 0.583 -0.824 -0.04
N 2.290 -0.511 1.151 -0.44
N -0.971 -0.176 -0.024 0.73
C -1.139 -1.535 -0.478 -0.59
H -0.055 -1.366 -2.362 0.38
H 4.108 -0.611 2.162 0.42
H -1.051 0.548 -1.951 0.36
```

***

(4)
A gas-phase ion, C9H17N4 (charge +1) in a non-equilibrium geometry, computed with wB97M-V/def2-TZVPD.

The calculation puts the HOMO energy (spin up / spin down) at -10.36 / -12.77 eV. As for the HOMO-LUMO gap (spin up / spin down): 7.708 / 7.896 eV. The charge is +1. As for the multiplicity: 3. The value obtained for the largest force on an atom is 0.0838 hartree/bohr. For the LUMO energy (spin up / spin down), the calculation gives -2.647 / -4.877 eV. As for the energy: -571.73510 Ha.

Structure (XYZ):
```
30
Properties=species:S:1:pos:R:3:lowdin_spin:R:1
N -0.570 1.968 1.051 0.24
H -2.778 0.691 -0.660 0.00
H -0.926 1.552 -1.878 0.00
C 2.002 -0.890 0.889 0.01
H 3.339 0.143 -0.486 0.00
H -1.970 0.934 2.116 0.03
C 2.511 -0.516 -0.511 0.01
H 2.720 -1.665 1.500 0.00
H -2.481 -0.515 -1.836 0.00
H 0.189 2.729 -0.685 0.00
C -2.019 -0.071 -1.057 0.01
H 3.031 -1.470 -0.840 0.00
C -0.972 0.936 1.913 0.43
H -3.344 -1.830 0.039 0.04
H 0.317 -2.339 1.058 0.01
H 2.089 -0.084 1.602 0.00
H -0.264 0.448 2.583 0.03
C 1.443 0.105 -1.396 0.00
H -1.329 2.506 0.666 0.00
H 1.171 -0.491 -2.149 0.00
C -2.313 -2.030 0.184 0.57
N -0.885 0.618 -1.587 0.01
C 0.395 1.872 -0.004 0.03
H -1.879 -2.908 0.619 0.04
C -0.246 -0.634 0.320 0.15
H 1.955 0.904 -1.919 0.00
H 1.380 2.067 0.393 0.00
N 0.656 -1.440 0.877 0.14
C 0.230 0.510 -0.628 0.03
N -1.450 -1.099 -0.171 0.21
```

***

Energy above the lowest of the compared OMol25 structures with the same formula, charge and spin in kJ/mol, matching the order above: 271.6; 1598.7; 242.8; 0.0